one.
ORCA calculation (the ωB97M-V functional and the def2-TZVPD basis) on a molecular structure, C5H13N2.

Summary:
HOMO level, eV: -13.352
Gap between HOMO and LUMO, Ha: 0.2595

Geometry as ORCA input:
```
! wB97M-V def2-TZVPD RIJCOSX def2/J DEFGRID3
* xyz 1 1
C 2.16601 0.55196 0.27243
H 0.86508 -0.80900 1.37622
H 2.19978 1.58006 0.00707
H -1.64265 -1.55579 0.23391
H -0.50832 1.40731 -0.09467
C -1.59721 -0.47101 0.28902
H -3.26022 -0.17536 -1.81712
C -0.18551 0.38261 0.07420
C 0.89574 0.24999 1.08903
H 3.04661 0.30158 0.84187
H 0.67029 0.95474 1.86322
H -3.05169 0.53308 -1.64135
H 2.55271 -1.41330 -0.59109
C 2.22147 -0.40916 -0.88387
N -2.22540 0.13334 1.29308
N -0.26263 -0.54932 -0.92154
H 1.05254 -0.72254 -1.11469
H -3.15560 -0.24867 1.54192
H -2.45121 0.37906 0.01187
H 2.67021 -0.11958 -1.82949
*
```


two.
ORCA calculation (the ωB97M-V functional and the def2-TZVPD basis) on a gas-phase ion, C5H13N2 (charge +1).

Summary:
HOMO level, eV: -11.878
Gap between HOMO and LUMO, Ha: 0.3051
SMILES string: C=C(N)C[C@H](C)[NH3+]

Geometry as ORCA input:
```
! wB97M-V def2-TZVPD RIJCOSX def2/J DEFGRID3
* xyz 1 1
N 0.16710 0.36050 1.44325
H 0.45382 1.09619 2.08212
H -2.04404 1.76394 -0.83421
H 3.12896 -0.13687 -0.27921
H 2.75394 0.27062 1.47040
C 0.18271 -0.60160 -0.80817
H 0.22876 -1.59833 -0.33017
H -3.22395 -1.06840 -1.17830
C 2.43827 -0.25044 0.54990
H -1.05321 1.58175 -2.14867
H 2.38777 -1.32741 0.77264
C -1.25351 -0.13541 -0.92002
H -2.62853 -1.15692 0.47964
H 0.11505 -0.58335 1.84215
H -0.81666 0.57796 1.16710
H 0.72348 -0.79973 -1.73334
C 1.03672 0.21878 0.23453
C -2.41417 -0.74243 -0.50233
H 1.06875 1.27393 -0.10452
N -1.25127 1.25720 -1.20280
*
```


Which one is the most stable? From the structures above, two.